The following is a DFT calculation (ωB97M-V with the def2-TZVPD basis set) of a structure of composition C13H30As3FOS2Zr.

Positions of all 51 atoms, in Å:
Zr (-1.305, 0.282, 1.105)
C (1.713, 2.597, 1.296)
As (1.278, 0.772, 0.503)
C (2.762, 0.121, 1.731)
C (2.220, 0.624, -1.342)
C (1.336, -0.021, -2.430)
C (2.225, -0.154, -3.694)
C (0.086, 0.858, -2.750)
As (-1.392, 0.880, -1.420)
C (-1.702, 2.841, -1.637)
C (-2.769, 0.080, -2.637)
C (0.885, -1.474, -2.080)
As (0.335, -1.890, -0.164)
C (-1.366, -2.856, -0.190)
C (1.681, -3.087, 0.537)
H (1.089, 3.328, 0.795)
H (2.777, 2.802, 1.171)
H (1.465, 2.509, 2.369)
H (3.146, 0.944, 2.287)
H (3.516, -0.415, 1.196)
H (2.321, -0.593, 2.447)
H (3.090, -0.041, -1.170)
H (2.535, 1.680, -1.551)
H (2.590, 0.819, -3.954)
H (1.689, -0.478, -4.633)
H (3.016, -0.837, -3.409)
H (-0.376, 0.553, -3.716)
H (0.375, 1.913, -2.842)
H (-2.255, 3.018, -2.556)
H (-0.848, 3.474, -1.647)
H (-2.294, 3.178, -0.774)
H (-3.216, 0.784, -3.324)
H (-3.661, -0.343, -2.079)
H (-2.297, -0.736, -3.175)
H (1.613, -2.243, -2.462)
H (-0.093, -1.676, -2.592)
H (-2.182, -2.121, -0.203)
H (-1.483, -3.435, 0.728)
H (-1.416, -3.610, -0.985)
H (2.664, -3.062, 0.053)
H (1.314, -4.131, 0.348)
H (1.773, -3.022, 1.669)
F (-1.780, 2.165, 1.347)
C (-2.408, 0.116, 6.069)
O (-3.170, -0.126, 4.916)
C (-2.540, -0.106, 3.710)
S (-0.846, -0.184, 3.604)
S (-3.535, -0.148, 2.320)
H (-3.107, 0.090, 6.935)
H (-1.823, 1.043, 6.006)
H (-1.632, -0.681, 6.272)

Relative energy (zero: lowest compared OMol25 entry of this formula, charge and spin) ... 9.3 kcal per mole
2S+1 ... 1
Total charge ... +2
E_HOMO ... -0.545 Eh

---

The following is a DFT calculation (ωB97M-V with the def2-TZVPD basis set) of a cluster of 3 separate species, C13H30BrN2O2 in total.

Positions of all 48 atoms, in Å:
Br (-0.576, 1.796, 1.721)
C (2.832, 5.873, -0.259)
C (2.437, 4.614, 0.510)
C (3.499, 4.261, 1.558)
O (4.842, 4.204, 1.108)
C (5.039, 3.193, 0.148)
N (1.170, 4.765, 1.213)
H (2.073, 6.146, -0.993)
H (3.784, 5.685, -0.761)
H (2.998, 6.717, 0.415)
H (2.406, 3.786, -0.216)
H (3.203, 3.309, 2.018)
H (3.455, 5.037, 2.325)
H (4.631, 2.228, 0.472)
H (6.106, 3.014, -0.003)
H (4.603, 3.481, -0.813)
H (0.832, 3.815, 1.398)
H (0.478, 5.165, 0.589)
C (-0.094, -3.856, -0.358)
C (-0.633, -2.515, -0.939)
C (-1.427, -2.760, -2.197)
C (-2.698, -3.580, -1.931)
C (-3.555, -2.884, -0.886)
C (-2.828, -2.339, 0.368)
N (-1.509, -1.831, 0.013)
O (-0.793, -1.480, 1.172)
C (-3.643, -1.152, 0.878)
C (-2.833, -3.423, 1.474)
C (0.544, -1.605, -1.222)
H (0.147, -4.632, -1.091)
H (-0.740, -4.295, 0.396)
H (0.851, -3.664, 0.160)
H (-1.723, -1.794, -2.633)
H (-0.833, -3.209, -2.999)
H (-2.341, -4.548, -1.558)
H (-3.182, -3.778, -2.887)
H (-4.279, -3.626, -0.530)
H (-4.153, -2.109, -1.371)
H (-3.739, -0.353, 0.139)
H (-4.623, -1.439, 1.257)
H (-3.102, -0.652, 1.690)
H (-2.740, -4.455, 1.132)
H (-2.006, -3.225, 2.159)
H (-3.756, -3.329, 2.048)
H (0.225, -0.600, -1.508)
H (1.208, -1.974, -2.013)
H (1.216, -1.478, -0.372)
H (-0.772, -0.504, 1.181)

2S+1 ... 1
Total charge ... -1
E_HOMO ... -0.168 Eh

---

The following is a DFT calculation (ωB97M-V with the def2-TZVPD basis set) of a structure of composition C13H30F5N2O3Si3W.

Positions of all 57 atoms, in Å:
W (-6.695, 1.648, 14.485)
N (-5.398, 2.392, 16.208)
N (-6.352, 2.972, 17.050)
C (-7.265, 3.822, 16.357)
O (-7.953, 4.723, 16.830)
O (-7.315, 3.444, 15.054)
H (-4.941, 1.713, 16.753)
H (-4.761, 3.077, 15.719)
H (-5.875, 3.377, 17.855)
C (-8.647, 2.359, 12.338)
O (-7.334, 1.782, 12.571)
Si (-5.789, 1.794, 11.725)
C (-6.017, 3.179, 10.501)
C (-5.480, 0.253, 10.731)
C (-4.760, 2.120, 13.272)
Si (-3.985, 4.013, 13.219)
C (-5.352, 5.300, 13.060)
C (-3.175, 4.239, 14.870)
C (-2.720, 4.213, 11.776)
Si (-3.289, 0.779, 13.458)
C (-2.149, 1.071, 14.933)
C (-2.164, 0.773, 11.934)
C (-3.841, -0.969, 13.733)
H (-9.347, 1.589, 12.121)
H (-8.703, 3.085, 11.545)
H (-9.003, 2.754, 13.336)
H (-6.623, 2.712, 9.647)
H (-5.034, 3.585, 10.069)
H (-6.537, 4.059, 10.841)
H (-6.244, 0.314, 9.998)
H (-5.601, -0.606, 11.405)
H (-4.489, 0.242, 10.231)
H (-6.377, 5.045, 13.354)
H (-5.431, 5.644, 12.035)
H (-5.133, 6.178, 13.647)
H (-2.710, 3.348, 15.384)
H (-3.821, 4.670, 15.635)
H (-2.457, 5.097, 14.702)
H (-2.265, 5.247, 11.829)
H (-3.146, 4.062, 10.769)
H (-1.857, 3.471, 12.019)
H (-1.484, 1.921, 14.822)
H (-1.705, 0.135, 15.143)
H (-2.783, 1.233, 15.828)
H (-1.947, -0.226, 11.483)
H (-1.205, 1.277, 12.211)
H (-2.614, 1.399, 11.133)
H (-4.144, -1.085, 14.798)
H (-2.993, -1.679, 13.548)
H (-4.739, -1.235, 13.134)
F (-8.805, 0.868, 16.769)
C (-7.625, 0.560, 16.113)
F (-6.514, -0.240, 13.790)
C (-6.920, -0.354, 17.034)
F (-6.822, 0.272, 18.283)
F (-5.608, -0.581, 16.710)
F (-7.488, -1.550, 17.146)

2S+1 ... 3
Total charge ... +1
E_HOMO (spin up / spin down) ... -0.459 / -0.480 Eh

---

The following is a DFT calculation (ωB97M-V with the def2-TZVPD basis set) of a cluster of 7 separate species, C13H30N4O17 in total.

Positions of all 64 atoms, in Å:
C (-6.020, -18.751, 5.403)
N (-6.740, -19.912, 5.988)
O (-7.169, -19.795, 7.098)
O (-6.972, -20.928, 5.277)
H (-5.804, -18.111, 6.258)
H (-6.704, -18.415, 4.624)
H (-5.115, -19.191, 4.984)
C (-3.248, -12.114, 9.433)
N (-3.849, -12.654, 8.222)
O (-5.112, -12.761, 8.185)
O (-3.153, -12.838, 7.247)
H (-3.918, -11.475, 10.009)
H (-2.383, -11.533, 9.114)
H (-3.025, -13.128, 9.764)
C (-1.752, -15.947, 7.447)
N (-2.548, -15.900, 8.748)
O (-1.944, -15.837, 9.818)
O (-3.712, -15.785, 8.576)
H (-0.703, -16.181, 7.626)
H (-1.884, -14.953, 7.021)
H (-2.162, -16.824, 6.945)
C (-0.837, -17.190, 2.465)
N (-1.381, -15.966, 3.148)
O (-1.507, -16.065, 4.403)
O (-1.739, -15.001, 2.515)
H (-0.661, -16.871, 1.438)
H (-1.638, -17.911, 2.629)
H (0.139, -17.381, 2.911)
C (-4.659, -15.124, 5.223)
O (-5.761, -15.462, 4.411)
C (-5.651, -16.045, 3.217)
O (-4.624, -16.331, 2.578)
O (-6.897, -16.414, 2.903)
C (-7.063, -16.984, 1.643)
H (-3.864, -15.822, 4.960)
H (-4.923, -15.278, 6.270)
H (-4.323, -14.102, 5.053)
H (-6.605, -17.971, 1.703)
H (-6.800, -16.308, 0.830)
H (-8.103, -17.310, 1.601)
C (-6.805, -15.062, -2.008)
O (-7.455, -15.915, -1.146)
C (-8.578, -16.498, -1.621)
O (-9.225, -16.101, -2.598)
O (-8.696, -17.598, -0.831)
C (-9.690, -18.590, -1.128)
H (-6.801, -15.175, -3.092)
H (-5.777, -15.028, -1.648)
H (-7.282, -14.087, -1.911)
H (-9.407, -18.989, -2.102)
H (-10.606, -18.006, -1.226)
H (-9.641, -19.435, -0.441)
C (-5.722, -19.407, -0.355)
O (-5.074, -19.618, -1.587)
C (-3.705, -19.416, -1.755)
O (-2.935, -19.182, -0.846)
O (-3.372, -19.710, -2.888)
C (-1.969, -19.983, -3.248)
H (-6.742, -19.058, -0.517)
H (-5.168, -18.577, 0.084)
H (-5.661, -20.259, 0.322)
H (-1.136, -19.743, -2.586)
H (-1.810, -19.501, -4.213)
H (-2.009, -21.062, -3.395)

Structure (SMILES) ... C[N+](=O)[O-].C[N+](=O)[O-].C[N+](=O)[O-].C[N+](=O)[O-].COC(=O)OC.COC(=O)OC.COC(=O)OC
Relative energy (zero: lowest compared OMol25 entry of this formula, charge and spin) ... 58.4 kcal per mole
2S+1 ... 1
Total charge ... 0
E_HOMO ... -0.392 Eh

---

The following is a DFT calculation (ωB97M-V with the def2-TZVPD basis set) of a structure of composition C13H30O7S.

Positions of all 51 atoms, in Å:
C (1.576, -3.073, 0.603)
C (2.199, -1.815, -0.063)
C (1.533, -0.464, 0.326)
C (-0.015, -0.418, 0.201)
C (-0.475, 1.001, 0.721)
C (-0.529, -0.709, -1.228)
O (-0.741, 0.435, -2.096)
S (-2.363, 0.736, -2.098)
O (-2.623, 1.542, -3.295)
O (-2.928, 1.341, -0.886)
O (-2.890, -0.822, -2.106)
C (-1.835, -1.555, -1.451)
C (-2.396, -2.482, -0.335)
O (-3.457, -1.877, 0.371)
C (-3.132, -1.624, 1.731)
H (1.879, -3.946, -0.004)
H (1.972, -3.271, 1.612)
H (0.479, -3.034, 0.649)
H (3.247, -1.750, 0.295)
H (2.275, -1.902, -1.161)
H (1.792, -0.227, 1.370)
H (1.963, 0.331, -0.308)
H (-0.442, -1.140, 0.914)
H (-1.409, 0.966, 1.292)
H (0.315, 1.325, 1.424)
H (-0.496, 1.754, -0.075)
H (0.248, -1.309, -1.722)
H (-1.526, -2.280, -2.227)
H (-1.602, -2.883, 0.313)
H (-2.834, -3.356, -0.852)
H (-2.567, -0.679, 1.784)
H (-2.501, -2.422, 2.163)
H (-4.039, -1.571, 2.349)
C (7.398, -1.028, 0.241)
C (6.081, -0.659, -0.414)
O (4.996, -0.815, 0.500)
H (7.371, -2.060, 0.596)
H (8.228, -0.919, -0.460)
H (7.589, -0.393, 1.109)
H (5.884, -1.307, -1.268)
H (6.101, 0.377, -0.767)
H (5.160, -0.236, 1.249)
C (-5.003, 5.043, 0.051)
C (-3.502, 4.860, 0.178)
O (-3.185, 3.547, 0.618)
H (-5.492, 4.855, 1.009)
H (-5.251, 6.054, -0.278)
H (-5.418, 4.331, -0.667)
H (-3.094, 5.559, 0.910)
H (-3.008, 5.042, -0.783)
H (-3.537, 2.924, -0.037)

Relative energy (zero: lowest compared OMol25 entry of this formula, charge and spin) ... 0.0 kcal per mole
2S+1 ... 1
Total charge ... 0
E_HOMO ... -0.349 Eh

---

The following is a DFT calculation (ωB97M-V with the def2-TZVPD basis set) of a cluster of 11 separate species, C13H31BCl20O6P2 in total.

Positions of all 73 atoms, in Å:
C (-1.157, 1.027, 4.098)
C (-1.411, 0.005, 2.957)
B (-1.407, 0.736, 1.576)
O (-2.545, 0.957, 0.853)
O (-0.144, 1.121, 1.070)
P (0.226, 1.989, -0.193)
O (-0.713, 1.938, -1.309)
O (1.691, 1.504, -0.508)
O (0.474, 3.477, 0.321)
P (0.608, 4.299, 1.743)
C (-1.159, 4.472, 2.115)
O (1.047, 3.109, 2.776)
H (-1.763, 0.781, 4.976)
H (-1.416, 2.049, 3.793)
H (-0.096, 1.033, 4.370)
H (-2.383, -0.477, 3.099)
H (-0.616, -0.751, 2.965)
H (-2.814, 1.849, 0.619)
H (1.706, 1.138, -1.412)
H (-1.276, 4.605, 3.199)
H (-1.499, 5.393, 1.628)
H (-1.765, 3.631, 1.767)
H (1.056, 3.457, 3.676)
C (2.450, -1.813, -1.952)
Cl (1.492, -1.603, -0.489)
Cl (2.196, -0.475, -3.090)
H (3.498, -1.821, -1.677)
H (2.168, -2.741, -2.438)
C (-4.346, 7.393, 2.658)
Cl (-4.362, 5.843, 1.809)
Cl (-2.714, 7.898, 3.118)
H (-4.761, 8.145, 1.998)
H (-4.937, 7.292, 3.560)
C (-2.162, -0.783, -2.247)
Cl (-2.993, -0.860, -0.688)
Cl (-2.524, -2.191, -3.267)
H (-2.484, 0.112, -2.765)
H (-1.094, -0.762, -2.063)
C (2.431, 0.659, -6.742)
Cl (1.735, 1.654, -5.468)
Cl (1.336, 0.419, -8.095)
H (3.340, 1.123, -7.106)
H (2.634, -0.316, -6.309)
C (0.691, 0.055, 7.433)
Cl (0.464, -0.984, 6.024)
Cl (-0.715, 0.062, 8.507)
H (1.547, -0.307, 7.991)
H (0.856, 1.068, 7.084)
C (-2.159, -1.400, 11.721)
Cl (-2.259, -2.985, 10.947)
Cl (-2.943, -0.132, 10.771)
H (-2.653, -1.456, 12.684)
H (-1.113, -1.139, 11.829)
C (4.935, -3.836, -4.974)
Cl (4.826, -3.703, -3.213)
Cl (4.718, -2.280, -5.786)
H (5.921, -4.214, -5.221)
H (4.159, -4.512, -5.313)
C (-0.963, -2.694, -7.182)
Cl (-0.781, -4.284, -7.932)
Cl (0.408, -2.296, -6.144)
H (-1.024, -1.947, -7.966)
H (-1.860, -2.702, -6.575)
C (-5.417, -2.672, -7.211)
Cl (-3.990, -2.870, -8.249)
Cl (-4.973, -2.438, -5.512)
H (-5.956, -1.789, -7.534)
H (-6.030, -3.560, -7.310)
C (7.755, -4.239, -0.343)
Cl (7.915, -5.087, -1.885)
Cl (6.084, -4.203, 0.239)
H (8.362, -4.754, 0.393)
H (8.087, -3.217, -0.482)

Structure (SMILES) ... CCB(O)O[P@](=O)(O)OP(C)O.ClCCl.ClCCl.ClCCl.ClCCl.ClCCl.ClCCl.ClCCl.ClCCl.ClCCl.ClCCl
2S+1 ... 1
Total charge ... 0
E_HOMO ... -0.326 Eh

---

The following is a DFT calculation (ωB97M-V with the def2-TZVPD basis set) of a cluster of 2 separate species, C13H31Br2NO3P2 in total.

Positions of all 52 atoms, in Å:
O (-3.981, -3.475, -0.887)
C (-3.228, -2.556, -0.949)
O (-3.636, -1.313, -1.439)
C (-1.781, -2.543, -0.555)
C (-0.894, -2.624, -1.809)
C (0.588, -2.852, -1.488)
P (1.332, -4.454, -2.200)
Br (2.169, -6.619, -3.023)
P (0.511, -3.895, -4.380)
O (1.609, -4.588, -5.378)
Br (1.307, -1.708, -4.545)
H (-3.867, -1.393, -2.370)
H (-1.576, -1.604, -0.032)
H (-1.587, -3.382, 0.113)
H (-1.014, -1.699, -2.380)
H (-1.281, -3.438, -2.431)
H (0.712, -2.980, -0.405)
H (1.194, -1.999, -1.796)
H (0.061, -5.129, -2.054)
H (1.803, -4.904, -0.925)
H (2.599, -3.860, -2.529)
H (1.287, -4.567, -6.285)
C (0.719, 5.643, 2.102)
C (0.403, 4.432, 2.976)
C (1.338, 3.246, 2.725)
C (1.285, 2.634, 1.338)
N (0.000, 1.909, 0.924)
C (0.381, 0.642, 0.188)
C (0.619, -0.359, 1.290)
C (-0.542, -0.089, 2.255)
C (-0.859, 1.406, 2.080)
C (-0.795, 2.792, 0.021)
H (0.653, 5.418, 1.035)
H (0.021, 6.456, 2.301)
H (1.726, 6.015, 2.298)
H (-0.646, 4.149, 2.843)
H (0.500, 4.716, 4.025)
H (1.220, 2.472, 3.486)
H (2.368, 3.599, 2.835)
H (2.089, 1.912, 1.226)
H (1.439, 3.406, 0.586)
H (-0.474, 0.357, -0.427)
H (1.231, 0.847, -0.460)
H (1.580, -0.200, 1.781)
H (0.613, -1.370, 0.889)
H (-0.290, -0.336, 3.284)
H (-1.414, -0.679, 1.980)
H (-0.655, 1.995, 2.964)
H (-1.893, 1.576, 1.790)
H (-0.195, 3.021, -0.857)
H (-1.050, 3.708, 0.549)
H (-1.699, 2.267, -0.278)

2S+1 ... 1
Total charge ... 0
E_HOMO ... -0.221 Eh

---

The following is a DFT calculation (ωB97M-V with the def2-TZVPD basis set) of a structure of composition C13H31N7PdSSb.

Positions of all 54 atoms, in Å:
Pd (-0.275, -0.025, -0.209)
N (-3.039, -1.169, 3.825)
C (-3.542, -0.168, 2.820)
C (-2.411, 0.267, 1.895)
N (-1.756, -0.878, 1.224)
C (-1.278, -1.865, 2.227)
C (-2.388, -2.349, 3.151)
H (-3.812, -1.487, 4.413)
H (-2.372, -0.721, 4.457)
H (-3.960, 0.682, 3.354)
H (-4.341, -0.663, 2.270)
H (-1.646, 0.811, 2.451)
H (-2.818, 0.950, 1.154)
H (-2.421, -1.340, 0.615)
H (-0.485, -1.404, 2.810)
H (-0.839, -2.719, 1.722)
H (-1.997, -3.011, 3.920)
H (-3.174, -2.871, 2.607)
N (1.571, 4.845, -0.185)
C (1.220, 3.829, -0.982)
C (0.758, 2.590, -0.475)
N (0.410, 1.599, -1.299)
C (0.514, 1.780, -2.617)
C (0.985, 2.996, -3.097)
N (1.333, 3.989, -2.303)
H (1.473, 4.814, 0.813)
H (1.869, 5.709, -0.611)
H (0.684, 2.415, 0.592)
H (0.213, 0.994, -3.295)
H (1.077, 3.157, -4.166)
C (5.406, 0.586, 1.644)
N (4.009, 0.229, 1.905)
C (3.044, 0.203, 1.012)
N (3.310, 0.543, -0.247)
S (1.460, -0.295, 1.499)
H (5.863, 0.893, 2.578)
H (5.465, 1.430, 0.960)
H (5.965, -0.259, 1.241)
H (3.769, -0.089, 2.830)
H (4.243, 0.748, -0.563)
H (2.580, 0.506, -0.919)
C (-2.390, -0.631, -3.717)
Sb (-0.978, -1.402, -2.318)
C (0.779, -1.814, -3.449)
C (-1.747, -3.302, -1.734)
H (-2.832, -1.469, -4.259)
H (-1.898, 0.024, -4.434)
H (-3.169, -0.080, -3.196)
H (0.473, -2.339, -4.356)
H (1.450, -2.449, -2.871)
H (1.284, -0.892, -3.726)
H (-1.810, -3.928, -2.625)
H (-2.746, -3.189, -1.314)
H (-1.081, -3.779, -1.018)

Relative energy (zero: lowest compared OMol25 entry of this formula, charge and spin) ... 0.0 kcal per mole
2S+1 ... 1
Total charge ... +3
E_HOMO (spin up / spin down) ... -0.614 / -0.614 Eh

---

> What is the formula in the third record?

C13H30F5N2O3Si3W